200
Properties=species:S:1:pos:R:3:forces:R:3 method="wB97M-V/def2-TZVPD" gap_ev=9.553 spin_multiplicity=1 total_energy_ha=-4605.2201
C -2.973 3.931 -2.638 -1.6667 -1.5486 1.2220
C -2.163 2.901 -1.806 -0.6675 1.1336 -3.0473
O -1.630 3.504 -0.679 0.4062 0.1121 0.6879
O -2.209 5.027 -3.021 1.0247 0.9249 -0.2781
H -3.765 4.396 -2.051 -0.5296 -0.7798 0.3995
H -3.424 3.425 -3.491 0.0743 -0.1616 -0.1253
H -1.370 2.735 -2.536 0.4163 -1.0520 0.2186
H -2.780 2.018 -1.643 0.3448 0.0404 0.3786
H -1.394 4.371 -1.017 0.4168 0.5159 0.2695
H -2.858 5.727 -2.914 0.6528 0.6507 -0.3926
C 0.249 -5.759 0.208 0.0620 -0.9620 -1.1779
C -0.281 -4.619 -0.705 -0.2146 -1.2577 0.7841
O 0.630 -4.057 -1.634 -0.0459 0.5030 0.5127
O 0.620 -6.912 -0.651 -0.1552 1.4341 0.5816
H -0.551 -6.141 0.843 -0.3384 0.3806 -0.0121
H 1.050 -5.474 0.889 0.2950 0.1675 -0.3717
H -0.687 -3.842 -0.056 0.3948 0.4134 -0.0067
H -1.173 -5.021 -1.185 0.0518 -0.1373 -0.4587
H 0.994 -4.715 -2.231 -0.0928 -0.5181 0.1550
H 1.430 -7.302 -0.313 0.0436 0.0337 0.0444
C 5.611 0.225 -1.677 -1.6256 0.0763 0.4658
C 4.865 -0.930 -1.060 -0.2117 -2.2178 -0.7339
O 5.719 -2.017 -0.759 2.0380 -0.1935 1.0719
O 6.133 -0.128 -2.923 0.8149 -0.1334 0.0021
H 6.323 0.662 -0.976 0.2603 0.0519 -0.1299
H 4.820 0.937 -1.914 0.1282 0.4779 0.2305
H 4.299 -1.462 -1.826 -1.2283 1.3540 -0.3260
H 4.275 -0.733 -0.166 -0.1878 0.6881 -0.1132
H 5.334 -2.860 -1.012 -0.2441 0.1735 -0.0505
H 6.854 -0.741 -2.762 0.0761 -0.3631 -0.1929
C -4.715 0.404 6.155 1.3070 0.5297 -0.1153
C -4.159 0.702 7.570 -0.5692 -0.2187 -0.2908
O -4.108 -0.435 8.374 -0.1853 -0.9210 0.6229
O -3.729 -0.302 5.325 -0.4332 0.6219 0.2057
H -4.853 1.370 5.669 -0.1125 -0.0955 -0.1814
H -5.639 -0.172 6.096 -0.0852 0.1171 0.5237
H -4.815 1.374 8.123 -0.2412 0.2319 -0.3797
H -3.174 1.168 7.569 0.0679 0.1759 -0.7033
H -3.683 -1.156 7.904 0.1926 -0.1901 0.0014
H -3.564 -1.163 5.716 0.1317 -0.2601 0.3895
C 0.226 5.685 1.203 1.0265 0.3721 -1.1389
C 1.122 5.809 -0.078 -1.2158 1.1643 0.4929
O 1.770 4.603 -0.368 -0.4947 -0.5818 -0.1256
O 0.974 5.983 2.365 -0.0043 -0.4249 0.3988
H -0.196 4.680 1.172 0.2280 -0.2734 0.5297
H -0.642 6.344 1.218 -0.0097 0.1442 -0.6441
H 1.889 6.583 -0.090 -0.1177 0.3984 0.9167
H 0.423 6.194 -0.821 -0.1663 -0.6230 -0.8963
H 2.517 4.816 -0.931 0.1844 -0.2609 -0.0131
H 0.781 6.910 2.519 0.3610 0.0208 0.3956
C 1.673 -1.287 -4.876 -0.0646 -0.0745 -0.0385
C 0.973 -0.046 -4.294 0.6680 -0.2449 1.6631
O 1.740 0.553 -3.217 0.2504 0.5894 -1.3615
O 1.980 -2.352 -3.958 0.0066 0.7617 -0.1046
H 2.635 -0.996 -5.297 0.0431 0.1939 0.1018
H 1.105 -1.719 -5.700 -0.3163 0.1997 -0.1679
H -0.008 -0.212 -3.850 -0.3201 -0.6836 -0.2720
H 0.805 0.718 -5.053 0.4280 -0.1192 -0.1102
H 1.854 -0.064 -2.491 -0.4172 -0.5501 0.0152
H 1.156 -2.674 -3.584 -0.1486 -0.0285 0.2787
C 3.722 3.633 2.731 -1.9819 -0.5639 -1.6415
C 2.957 2.474 1.969 2.0757 0.8537 0.0206
O 1.578 2.587 1.891 -0.9557 -0.1673 1.1201
O 3.787 4.769 1.847 0.9664 -0.4944 0.7379
H 4.696 3.245 3.033 0.2511 0.5207 -0.3182
H 3.136 3.868 3.619 0.0689 0.0898 0.2223
H 3.330 1.557 2.424 -0.8144 -0.4500 0.0562
H 3.261 2.490 0.922 0.9673 -0.0624 -0.0414
H 1.426 3.361 1.343 -0.1854 0.0835 -0.3554
H 2.927 5.195 1.841 -0.2534 0.0956 0.2969
C 5.416 -2.080 -5.804 -0.8613 0.3669 1.2187
C 6.874 -2.152 -6.114 -1.1503 0.5012 -1.2132
O 7.061 -3.389 -6.801 1.3117 0.4015 0.0314
O 5.168 -2.653 -4.540 0.1232 -0.6688 1.0584
H 4.861 -2.694 -6.514 0.0774 0.4471 -0.6471
H 5.039 -1.059 -5.753 0.1269 0.2398 -0.4855
H 7.542 -1.870 -5.300 -0.0013 -0.8642 0.4616
H 6.998 -1.297 -6.779 0.4722 -0.4297 -0.7949
H 6.661 -4.094 -6.288 0.0050 0.0516 0.2690
H 4.243 -2.510 -4.325 -0.2450 -0.1371 0.1808
C -3.728 0.008 -6.395 -0.2713 0.8445 0.0385
C -2.596 0.766 -5.619 -1.0528 0.1513 -0.5509
O -2.847 0.665 -4.252 0.0094 0.2867 0.9508
O -5.051 0.607 -6.181 1.2467 -0.0427 0.2245
H -3.791 -1.011 -6.014 0.2479 -0.0886 -0.0050
H -3.548 -0.021 -7.469 0.3149 0.0079 -0.0181
H -2.539 1.835 -5.827 -0.4442 0.0607 -0.3611
H -1.583 0.418 -5.823 -0.0196 -0.6256 -0.5243
H -2.903 -0.275 -4.064 -0.0900 -0.4385 0.3039
H -5.572 0.462 -6.974 0.0731 -0.0249 -0.0254
C -6.747 -1.895 1.199 0.2946 -1.3957 -0.5541
C -7.595 -3.174 1.283 -0.2083 -0.1566 -1.0095
O -7.347 -4.116 0.176 0.4315 0.6589 1.3625
O -6.946 -1.059 2.292 -0.6032 0.1045 0.4343
H -6.935 -1.415 0.238 -0.0344 0.2356 -0.0516
H -5.703 -2.206 1.226 0.3073 -0.2526 -0.4270
H -8.663 -2.966 1.216 -0.0445 0.3714 0.4082
H -7.386 -3.667 2.232 -0.0037 -0.2951 -0.2043
H -7.372 -3.617 -0.643 0.0047 0.2015 -0.0858
H -6.551 -0.225 2.028 -0.1680 0.6160 0.1630
C 5.336 0.397 5.050 1.1593 -0.5175 0.1629
C 5.135 -0.354 3.763 -1.3268 -0.0355 0.0586
O 3.752 -0.759 3.656 -0.0429 -0.1351 -0.3977
O 5.413 -0.477 6.206 -0.1215 0.6608 -1.0917
H 4.577 1.167 5.189 -0.0417 0.0324 -0.0544
H 6.316 0.848 4.897 0.0861 0.2799 0.6839
H 5.793 -1.219 3.678 0.1280 -0.0071 0.0953
H 5.299 0.301 2.907 0.0609 0.0209 0.0236
H 3.539 -1.359 4.375 0.0315 -0.1628 0.0435
H 4.620 -1.015 6.149 -0.1045 -0.1537 0.4459
C 0.087 -1.900 3.251 -1.3764 -0.2423 -1.5186
C -1.450 -2.226 3.504 0.4669 -0.0431 -0.0825
O -2.463 -1.318 3.022 1.4333 -0.2643 -0.1348
O 0.412 -0.596 3.576 -0.4568 1.4348 1.3347
H 0.313 -1.912 2.185 -0.2375 -1.0631 -0.3247
H 0.703 -2.631 3.777 -0.1301 -0.2461 0.1337
H -1.557 -2.419 4.571 -0.1854 0.2662 0.1728
H -1.730 -3.159 3.015 0.6494 -0.2688 -0.0220
H -2.815 -0.827 3.767 -0.2617 0.5010 0.2919
H 1.313 -0.362 3.343 0.2631 -0.1226 -0.1073
C -4.951 1.846 2.301 1.8912 1.1163 -0.4746
C -3.676 2.040 1.384 -1.6229 0.1265 0.7861
O -3.596 3.402 1.016 -0.9354 -0.0923 0.3749
O -6.123 1.625 1.539 -0.1105 -0.8698 0.1515
H -5.054 2.745 2.909 0.0230 0.1066 0.0604
H -4.745 1.033 2.997 -0.5011 -0.3761 -0.2482
H -3.901 1.405 0.528 0.3636 -0.2226 -0.2902
H -2.743 1.743 1.861 -0.0745 -0.3072 0.2526
H -2.902 3.469 0.356 0.4085 0.2774 -0.0860
H -6.437 2.413 1.091 0.3139 0.1778 0.1559
C 0.375 3.316 -4.981 -0.7367 0.5909 1.8865
C 1.420 3.962 -4.029 -1.2824 -0.0923 -1.5134
O 2.059 5.009 -4.742 0.9253 -0.1960 0.8176
O -0.603 4.258 -5.427 0.6781 0.2468 -1.0999
H -0.177 2.630 -4.339 0.2518 -0.8723 -0.3262
H 0.814 2.868 -5.873 -0.0280 -0.0415 0.1564
H 2.082 3.198 -3.622 0.5539 0.0751 -0.5140
H 0.879 4.309 -3.149 -0.2136 0.4752 0.1217
H 1.465 5.353 -5.413 -0.3697 -0.0681 0.0423
H -1.178 4.571 -4.725 0.0927 -0.0574 0.5581
C 4.367 -4.021 2.083 0.2359 -0.7149 -2.2770
C 3.267 -3.317 1.302 0.7916 1.5860 1.3477
O 3.120 -3.855 0.022 0.5414 -0.8442 -0.0410
O 4.014 -5.367 2.297 -0.4777 -0.5366 1.2408
H 4.758 -3.479 2.943 -0.6143 -0.3266 0.2818
H 5.192 -4.124 1.378 0.5184 0.8003 -0.0885
H 3.641 -2.293 1.282 -0.2407 0.4630 -0.3698
H 2.353 -3.288 1.896 -0.3597 -0.2876 -0.0872
H 2.355 -3.510 -0.444 -0.3507 0.2107 -0.0873
H 3.691 -5.651 1.439 -0.0247 -0.2605 -0.1087
C -4.262 -4.021 4.731 0.0779 0.5522 0.6770
C -4.503 -3.415 6.157 -3.2226 -2.5087 -1.5023
O -3.489 -2.871 6.834 3.2708 1.9828 0.5205
O -3.215 -4.978 4.809 0.6971 0.1917 0.0107
H -4.003 -3.233 4.024 0.3839 0.0602 -0.0407
H -5.151 -4.486 4.305 -0.3384 0.1336 0.4605
H -4.816 -4.249 6.785 -0.8234 -0.3545 -0.1896
H -5.303 -2.674 6.130 -0.1684 -0.0755 -0.1877
H -2.745 -3.478 6.836 0.2820 -0.1236 0.0761
H -3.524 -5.881 4.705 -0.2608 0.1583 0.0232
C -3.436 -2.671 -2.494 -0.3044 -0.8151 0.1014
C -4.075 -1.691 -1.521 0.5069 -0.0326 -1.0684
O -5.436 -1.480 -1.845 -0.2264 -0.1162 0.4592
O -3.314 -2.160 -3.839 0.1533 0.0454 0.7584
H -4.037 -3.576 -2.578 -0.4593 0.0324 0.2846
H -2.491 -3.050 -2.106 0.4723 0.4856 -0.0183
H -3.485 -0.775 -1.534 -0.0732 0.2894 0.0107
H -3.975 -2.081 -0.508 -0.2956 -0.1254 -0.0286
H -5.541 -0.794 -2.508 0.2769 0.0467 -0.1143
H -3.312 -2.949 -4.386 0.0359 0.2015 -0.3338
C -1.168 2.647 4.625 0.2187 0.8636 1.1912
C -0.157 2.032 5.596 -0.2865 -0.5452 -0.1496
O -0.568 0.706 5.818 -0.0732 -0.6624 0.6900
O -2.498 2.373 5.066 0.3825 0.5796 -0.5530
H -0.992 2.335 3.596 0.0358 -0.1955 -0.0981
H -1.018 3.724 4.702 -0.2666 0.1739 -0.3944
H -0.114 2.493 6.582 -0.4186 0.3318 -0.1060
H 0.870 2.040 5.232 0.1393 0.2523 -0.4548
H -0.450 0.241 4.986 0.3108 -0.3450 -0.2566
H -2.603 1.419 5.045 0.0334 -0.4146 0.2405
C 4.067 2.556 -6.253 2.1601 -0.1301 0.3921
C 4.812 2.176 -4.943 -0.5974 -1.3810 -0.2842
O 5.932 1.310 -5.205 -0.2728 1.0736 -1.0118
O 4.909 3.434 -7.045 -0.8526 0.3385 0.6401
H 3.103 2.975 -5.964 0.2292 0.4490 -0.4996
H 3.985 1.700 -6.922 -0.6299 -0.5775 0.5905
H 4.127 1.591 -4.329 -0.4820 0.0080 0.0961
H 5.104 3.022 -4.321 0.0866 0.4496 -0.4035
H 6.053 0.753 -4.433 0.1087 -0.1309 0.4226
H 5.788 3.077 -6.902 0.2658 0.0322 -0.1441
C 1.054 -0.124 0.143 -1.4426 0.3892 -0.5568
C -0.411 0.393 0.414 0.7739 0.1994 0.5782
O -1.454 -0.605 0.439 1.3392 0.1508 -0.4444
O 0.971 -1.011 -0.980 0.7233 0.1264 0.6433
H 1.579 -0.577 0.984 -0.4156 -0.4905 0.3401
H 1.711 0.718 -0.078 -0.3190 0.1824 -0.4954
H -0.696 1.125 -0.342 0.2934 -0.1145 -0.1403
H -0.370 0.908 1.374 -0.1453 0.1455 0.0488
H -1.674 -0.716 1.367 -0.4935 -0.2591 0.4261
H 0.295 -1.631 -0.697 -0.3028 -0.3579 -0.3864